1.
24
Properties=species:S:1:pos:R:3:forces:R:3 method="wB97M-V/def2-TZVPD" total_energy_ev=-14070.84469 smiles=OCCCNCO.O.O charge=0
O 1.730 -0.840 0.952 -0.076 0.273 -0.837
C 1.016 -1.635 0.004 1.565 -1.142 0.267
C -0.268 -2.049 0.666 -1.084 0.608 -0.399
C -1.219 -0.845 0.691 0.556 -0.010 0.356
N -1.566 -0.459 -0.658 0.008 -0.463 0.060
C -2.111 0.833 -0.877 -0.161 0.021 0.090
O -1.048 1.784 -0.793 0.102 0.084 -0.127
H 2.186 -0.145 0.447 -0.116 -0.007 0.407
H 1.656 -2.497 -0.262 -0.306 -0.173 0.368
H 0.906 -1.170 -0.978 -0.495 0.564 0.246
H -0.779 -2.888 0.179 0.234 -0.010 -0.161
H -0.121 -2.332 1.701 0.447 -0.192 0.144
H -2.059 -1.063 1.360 -0.283 0.079 -0.209
H -0.662 -0.020 1.132 -0.061 0.024 0.197
H -1.943 -1.236 -1.165 -0.438 0.104 -0.425
H -2.606 0.881 -1.853 0.167 -0.105 -0.019
H -2.843 1.146 -0.129 0.011 0.076 0.183
H -0.307 1.316 -1.204 0.010 0.071 -0.093
O 2.766 1.228 -0.783 -0.126 0.035 -0.008
H 2.323 2.070 -0.954 0.188 -0.197 0.037
H 3.157 0.932 -1.610 -0.011 0.153 -0.100
O 0.757 2.065 1.636 0.078 0.305 -0.219
H 0.816 3.026 1.647 0.010 -0.029 0.174
H 0.218 1.896 0.850 -0.218 -0.072 0.066

---

2.
22
Properties=species:S:1:pos:R:3:forces:R:3 method="wB97M-V/def2-TZVPD" total_energy_ev=-21631.31735 charge=0
C 2.252 0.943 0.084 -1.590 0.473 -0.231
C -1.814 -0.995 -1.095 2.747 -1.693 -0.114
C -2.228 1.293 -1.325 -0.205 1.077 0.266
C 1.602 0.125 1.201 0.191 0.154 0.771
N -1.195 0.279 -1.133 1.527 1.802 1.592
Si 1.763 -1.729 0.720 -1.004 1.766 -1.695
Si -0.200 0.636 1.493 -1.209 -3.233 -1.172
H 2.051 0.601 -0.930 -1.293 0.310 -0.050
H 1.931 1.978 0.293 0.845 -0.100 -0.916
H 3.279 0.778 0.019 2.151 0.375 0.872
H -1.102 -1.833 -0.820 -0.028 0.956 -0.650
H -2.397 -1.038 -0.239 -2.670 -0.348 0.899
H -2.147 -1.251 -2.096 -1.038 -0.135 0.040
H -2.522 1.311 -2.445 0.406 0.247 1.642
H -3.131 1.065 -0.724 -0.070 -0.128 -0.428
H -1.960 2.349 -0.913 0.078 -1.725 -1.235
H 2.212 0.382 2.139 -0.910 -0.744 -0.927
H 1.371 -1.991 -0.755 0.302 0.379 1.068
H 0.887 -2.466 1.525 -0.806 -1.172 1.057
H 3.137 -1.982 0.868 1.492 -0.605 0.252
H -0.853 1.899 1.591 0.172 1.227 0.182
H -0.939 -0.353 2.541 0.910 1.118 -1.226

---

3.
20
Properties=species:S:1:pos:R:3:forces:R:3 method="wB97M-V/def2-TZVPD" total_energy_ev=-4406.35541 smiles=C.C.C.C charge=0
C -2.570 -1.227 -5.739 0.482 2.585 0.143
H -1.773 -0.579 -6.146 -0.695 0.006 -0.549
H -2.830 -1.974 -6.468 0.287 -0.896 0.573
H -2.137 -1.299 -4.753 -0.078 -1.816 0.334
H -3.451 -0.616 -5.521 0.004 0.121 -0.500
C 4.740 3.659 0.183 0.894 -1.098 -0.240
H 4.900 2.696 -0.323 -0.459 0.269 -0.183
H 5.180 4.426 -0.454 -0.170 0.121 0.256
H 3.692 3.813 0.398 -0.108 0.117 0.004
H 5.326 3.501 1.090 -0.158 0.591 0.163
C -2.070 -1.356 4.776 -0.424 0.251 -1.684
H -1.682 -1.652 3.794 -0.162 -0.520 0.223
H -3.143 -1.463 4.761 -0.470 -0.017 -0.201
H -1.729 -2.019 5.545 0.753 0.308 0.566
H -1.860 -0.289 4.745 0.300 -0.022 1.092
C -0.116 -1.210 0.873 -0.100 2.379 -1.400
H 0.624 -0.595 0.336 0.908 -0.821 0.542
H -0.398 -1.983 0.176 -0.256 -0.466 0.313
H 0.123 -1.460 1.891 0.252 -0.290 0.046
H -0.828 -0.371 0.835 -0.800 -0.801 0.502

---

4.
25
Properties=species:S:1:pos:R:3:forces:R:3 method="wB97M-V/def2-TZVPD" total_energy_ev=-25120.98985 charge=-1
Cl -5.771 34.309 9.055 0.298 -0.091 0.132
C -5.718 33.794 12.960 -0.732 -0.082 1.441
O -4.913 34.572 12.174 1.008 0.556 -0.456
H -5.756 34.285 13.933 -0.296 0.083 0.271
H -6.737 33.723 12.579 -0.105 -0.164 -0.060
H -5.335 32.801 13.195 0.157 -0.398 -0.425
H -5.199 34.467 11.264 -0.070 0.037 -0.912
C -2.159 35.441 10.028 0.446 0.163 0.447
O -2.571 34.214 9.525 0.272 -0.850 0.106
H -1.174 35.346 10.483 0.429 -0.074 -0.439
H -2.150 36.141 9.192 0.074 0.655 0.379
H -2.752 35.744 10.891 -0.519 0.407 -0.275
H -3.530 34.240 9.560 -0.778 -0.216 -0.345
C -3.212 31.311 10.658 1.352 0.673 -0.077
O -3.957 31.082 9.511 -0.365 -0.962 -0.741
H -2.272 31.805 10.415 -0.057 0.821 -0.104
H -3.784 31.946 11.336 0.268 -0.317 0.608
H -2.759 30.401 11.050 -1.105 -0.522 0.405
H -4.147 31.927 9.096 -0.200 0.274 -0.043
C -5.445 34.481 5.386 0.107 -0.936 1.759
O -4.404 33.769 6.067 0.791 -0.233 -1.522
H -5.356 34.520 4.300 0.711 0.134 0.137
H -6.330 33.879 5.593 -0.658 0.579 -0.085
H -5.453 35.439 5.905 -0.743 0.378 -0.709
H -4.532 33.927 7.005 -0.286 0.083 0.505

---

5.
28
Properties=species:S:1:pos:R:3:forces:R:3 method="wB97M-V/def2-TZVPD" total_energy_ev=-84482.33040 charge=-1
C 2.528 0.546 1.897 -0.097 -0.002 -0.045
P 1.902 -0.970 0.995 -0.032 -0.266 0.162
C 3.025 -0.956 -0.495 0.043 0.143 0.106
Ga -0.117 -0.295 -0.035 0.178 0.029 -0.249
C -0.466 -1.623 -1.532 -0.205 -0.155 0.287
N -1.809 -1.434 -2.144 0.106 0.036 -0.212
C -1.733 -0.441 1.210 -0.205 -0.091 -0.029
O -1.491 0.151 2.458 -0.079 0.145 -0.002
O -2.698 0.047 3.298 0.070 -0.111 -0.106
P 0.247 1.896 -0.895 0.033 0.151 -0.057
N -1.254 2.219 -1.803 0.185 0.142 -0.028
O -0.101 2.920 0.383 -0.160 0.099 0.133
H 1.736 1.285 2.025 0.045 -0.005 0.063
H 2.915 0.268 2.879 -0.002 0.052 -0.003
H 3.333 1.016 1.330 0.006 0.027 -0.008
H 3.241 0.066 -0.816 -0.050 -0.010 -0.095
H 2.548 -1.482 -1.324 0.043 -0.053 0.021
H 3.970 -1.451 -0.260 -0.014 -0.008 -0.075
H -0.366 -2.628 -1.089 0.113 -0.026 -0.183
H 0.286 -1.557 -2.323 -0.011 0.113 0.034
H -2.520 -1.817 -1.534 -0.014 0.117 0.015
H -1.884 -1.937 -3.023 -0.033 -0.126 0.089
H -1.980 -1.509 1.328 0.045 0.024 0.047
H -2.585 0.056 0.711 0.048 0.025 0.000
H -3.373 -0.152 2.630 0.038 0.086 0.048
H -1.282 3.231 -1.918 0.028 -0.028 -0.066
H -1.121 1.854 -2.745 -0.228 -0.173 0.089
H -0.949 2.696 0.791 0.151 -0.130 0.064

---

6.
25
Properties=species:S:1:pos:R:3:forces:R:3 method="wB97M-V/def2-TZVPD" total_energy_ev=-28911.45517 charge=+1
K -0.338 -0.345 -0.039 -4.773 -3.656 -2.888
C 0.033 2.234 -1.142 0.687 -0.019 0.152
O 0.394 0.886 -1.533 1.104 2.952 -3.478
H -0.553 2.836 -1.837 -0.288 -0.630 -0.307
H -0.500 2.089 -0.202 -0.037 0.533 -0.142
H 0.936 2.818 -0.963 0.039 -0.092 0.275
H 0.737 0.863 -2.430 0.128 0.384 -0.225
C 2.411 0.798 1.012 0.409 0.156 0.217
O 0.997 0.585 0.975 7.224 5.893 3.073
H 2.871 0.087 1.698 0.068 -0.005 0.159
H 2.852 0.603 0.035 -0.348 0.094 -0.116
H 2.671 1.809 1.324 0.017 0.038 -0.036
H 0.700 0.630 1.887 0.325 0.235 -0.154
C -2.607 -0.320 -1.787 -1.294 0.083 -0.864
O -2.183 -1.169 -0.719 -2.633 -1.264 -1.610
H -3.674 -0.120 -1.695 -0.030 0.165 0.142
H -2.100 0.642 -1.863 0.306 -0.214 0.612
H -2.496 -0.789 -2.765 0.279 -0.198 0.025
H -2.462 -2.046 -0.993 -0.270 -0.232 0.259
C 0.526 -2.260 1.622 -0.430 -1.242 0.119
O -0.003 -0.997 1.980 -1.037 -2.873 4.335
H -0.118 -3.102 1.874 -0.493 0.173 0.225
H 0.526 -2.267 0.532 0.873 -0.421 0.256
H 1.468 -2.537 2.096 0.343 0.610 -0.379
H -0.089 -0.929 2.933 -0.170 -0.471 0.350

---

7.
41
Properties=species:S:1:pos:R:3:forces:R:3 method="wB97M-V/def2-TZVPD" s_squared=3.753 total_energy_ev=-80822.17155 charge=-1 spin_multiplicity=4
Ni 0.703 -0.022 0.172 0.320 0.472 -1.095
N 1.788 -1.330 2.581 0.635 0.159 6.621
O 1.034 -1.730 3.522 -1.061 -0.343 -1.528
O 1.444 -1.389 1.426 -0.397 -0.759 -2.858
O 2.863 -0.884 3.015 0.617 0.533 -2.102
N 3.612 -0.287 -1.257 0.002 0.800 0.867
O 2.529 0.146 -0.958 -5.122 2.484 1.607
O 4.564 0.387 -1.015 3.535 1.414 0.246
O 3.635 -1.347 -1.785 1.146 -4.710 -2.577
C 0.695 2.132 2.496 -0.030 -1.701 -3.092
O 1.020 1.398 1.578 0.934 -0.410 -1.245
N 0.872 1.805 3.716 0.678 -0.563 4.314
N 0.061 3.252 2.302 -1.645 3.444 -0.630
H 0.296 2.320 4.366 0.489 -0.748 0.478
H 1.345 0.933 3.907 -0.114 -0.055 0.346
H -0.323 3.467 1.393 0.272 -0.039 0.190
H 0.028 3.934 3.047 -0.217 -0.034 -0.455
C -0.378 1.687 -2.409 3.274 -0.659 3.909
O 0.137 1.352 -1.330 0.448 1.272 -0.213
N -1.604 1.481 -2.662 -3.719 -0.289 -2.179
N 0.308 2.301 -3.375 1.332 0.441 -0.347
H -1.654 1.483 -3.671 -2.030 -0.381 0.160
H -2.270 1.137 -1.985 0.031 -0.379 -0.315
H -0.124 2.498 -4.266 0.660 0.201 0.229
H 1.282 2.402 -3.124 0.024 0.109 -0.758
C -2.106 -0.550 1.326 -1.615 0.212 1.149
O -1.185 0.062 0.869 2.378 2.281 -1.743
N -3.303 0.015 1.429 -1.682 1.060 0.053
N -1.933 -1.729 1.835 0.581 -3.646 0.884
H -4.112 -0.411 1.859 0.234 -0.059 -0.158
H -3.359 0.984 1.152 -0.151 -0.116 -0.058
H -1.042 -2.159 1.632 0.116 0.047 0.378
H -2.603 -2.282 2.348 -0.040 0.390 -0.307
C -0.222 -2.222 -2.004 -2.369 2.148 3.605
O -0.063 -1.250 -1.263 -0.609 0.402 0.146
N -1.344 -2.871 -2.111 -3.417 -0.705 0.252
N 0.706 -2.761 -2.620 6.906 -2.114 -4.031
H -1.371 -3.674 -2.723 -0.738 0.315 0.318
H -2.122 -2.456 -1.619 -0.381 -0.550 -0.258
H 0.634 -3.598 -3.180 0.045 0.420 0.167
H 1.560 -2.223 -2.614 0.679 -0.346 0.030

---

8.
24
Properties=species:S:1:pos:R:3:forces:R:3 method="wB97M-V/def2-TZVPD" total_energy_ev=-11480.94907 smiles=C[C@@H](N)CCN.O.O charge=0
C -1.944 -1.388 0.556 -3.249 4.054 1.360
C -1.085 -0.167 0.101 0.633 -2.752 0.576
N -1.281 1.027 0.872 0.275 1.003 1.470
C 0.351 -0.693 0.309 2.106 1.332 -0.028
C 1.454 -0.190 -0.659 0.185 0.478 0.761
N 1.653 1.250 -0.484 -2.536 -2.419 4.270
H -1.522 -2.326 0.471 0.675 -1.852 -0.465
H -2.141 -1.128 1.631 0.349 -0.862 -0.542
H -2.996 -1.278 0.139 1.225 -0.619 0.101
H -1.284 -0.020 -0.947 0.030 0.536 -0.565
H -0.819 0.951 1.804 -0.412 -0.092 -1.137
H -2.240 1.257 1.134 0.056 -0.257 -0.647
H 0.445 -1.763 0.132 -0.450 -0.107 0.786
H 0.713 -0.333 1.322 -0.493 -1.164 -0.796
H 2.413 -0.724 -0.466 -0.793 0.054 -0.441
H 1.022 -0.350 -1.627 0.302 -0.720 -1.079
H 0.677 1.490 -0.294 0.583 1.314 -0.177
H 1.983 1.688 -1.241 1.379 1.983 -3.522
O -0.260 0.075 -4.587 2.130 -0.809 3.032
H -0.370 -0.576 -3.815 -0.353 1.103 -1.820
H 0.634 0.428 -4.256 -1.771 -0.301 -1.197
O 1.369 0.752 3.646 4.929 1.337 0.967
H 0.884 0.854 2.862 -0.845 0.380 -1.791
H 2.345 1.164 3.397 -3.954 -1.620 0.883

---

9.
24
Properties=species:S:1:pos:R:3:forces:R:3 method="wB97M-V/def2-TZVPD" total_energy_ev=-11481.97796 smiles=CC(C)NCN.O.O charge=0
C 0.423 -1.057 1.152 0.939 0.777 1.091
C 0.569 0.390 0.636 0.035 -0.385 0.022
C 0.054 1.356 1.691 -1.399 -1.532 0.822
N 1.929 0.670 0.236 0.346 -0.014 0.458
C 2.329 0.557 -1.131 -1.165 -0.068 -0.553
N 1.769 1.504 -2.102 0.733 0.037 -0.070
H -0.616 -1.353 1.261 -0.009 -0.378 -0.323
H 0.846 -1.023 2.168 -0.185 -0.169 -0.012
H 1.100 -1.751 0.649 -0.591 -0.051 -0.456
H -0.110 0.483 -0.212 0.049 0.228 -0.430
H -0.946 0.957 1.956 -0.204 0.669 -0.674
H -0.007 2.396 1.387 0.179 0.054 0.199
H 0.429 1.143 2.701 1.117 0.673 -0.346
H 2.422 1.330 0.812 -0.043 0.146 -0.147
H 1.960 -0.396 -1.517 0.272 -0.295 0.178
H 3.406 0.551 -1.209 0.290 0.131 0.062
H 0.802 1.327 -2.310 -0.136 0.222 0.137
H 1.949 2.475 -1.880 -0.239 -0.068 0.048
O -3.207 -1.549 2.118 0.003 0.090 0.004
H -3.238 -0.833 1.474 -0.076 -0.104 0.035
H -4.124 -1.707 2.368 0.081 0.030 -0.059
O -2.490 -1.474 -2.532 0.495 0.959 -0.597
H -2.649 -1.158 -3.435 -0.427 -0.527 0.065
H -1.802 -0.828 -2.307 -0.064 -0.426 0.546

---

10.
27
Properties=species:S:1:pos:R:3:forces:R:3 method="wB97M-V/def2-TZVPD" total_energy_ev=-17626.50179 smiles="NC(=O)[C@H](N)CCO.O.O.O" charge=0
N 0.998 -2.621 -0.547 0.107 0.570 -0.029
C -0.257 -2.342 -0.127 -0.105 -0.204 0.047
O -1.062 -3.215 0.145 0.080 0.036 0.028
C -0.641 -0.854 0.010 -0.326 -0.259 -0.165
N -1.994 -0.730 0.542 0.304 0.515 0.176
C -0.512 -0.125 -1.332 0.014 0.485 0.191
C -0.311 1.385 -1.195 0.547 0.184 0.232
O 0.958 1.770 -0.605 -0.157 -0.491 -0.242
H 1.649 -1.893 -0.821 0.024 -0.129 0.086
H 1.265 -3.584 -0.630 0.028 -0.104 -0.032
H 0.022 -0.387 0.742 0.263 -0.077 -0.054
H -2.089 -1.351 1.337 -0.109 -0.070 -0.053
H -2.661 -1.041 -0.145 -0.175 -0.227 -0.167
H -1.434 -0.260 -1.908 0.029 -0.157 0.027
H 0.296 -0.557 -1.918 0.105 0.048 -0.084
H -0.303 1.855 -2.177 -0.089 -0.075 -0.033
H -1.098 1.829 -0.598 -0.286 0.052 0.031
H 0.906 1.745 0.360 -0.190 -0.048 0.039
O -2.090 2.032 1.635 0.268 -0.036 0.082
H -2.289 1.152 1.265 0.069 -0.029 0.030
H -1.201 1.920 2.008 -0.300 0.014 -0.051
O 3.023 -0.027 -1.229 -0.669 0.111 0.344
H 2.316 0.636 -1.015 0.540 -0.270 -0.249
H 3.382 0.234 -2.080 0.011 0.082 -0.076
O 0.835 1.482 2.442 -0.287 -0.437 -0.469
H 1.116 0.707 2.939 0.033 0.062 0.026
H 1.175 2.241 2.902 0.271 0.452 0.365